A 12-piece molecular cluster, C48H120O24 overall. Source: the OMol25 dataset; level of theory: ωB97M-V/def2-TZVPD.

Summary:
orbital gap: 9.4 eV
relative energy (zero: lowest compared OMol25 entry of this formula, charge and spin): 929.2 kJ/mol
highest occupied orbital energy: -9.23 eV
LUMO level: 0.00669 hartree

Geometry (Å):
C  1.763  -5.989  8.642
O  2.301  -6.246  9.922
C  2.888  -7.565  9.886
C  3.646  -7.565  11.292
O  4.406  -6.418  11.681
C  5.754  -6.528  11.272
H  1.333  -4.993  8.754
H  0.882  -6.595  8.429
H  2.529  -6.042  7.869
H  3.556  -7.527  9.025
H  2.093  -8.308  9.838
H  4.090  -8.554  11.406
H  2.838  -7.652  12.019
H  5.699  -6.439  10.187
H  6.411  -7.249  11.758
H  6.468  -5.747  11.533
C  4.394  -3.102  -7.715
O  5.591  -2.613  -8.183
C  5.416  -1.515  -9.101
C  4.780  -1.656  -10.494
O  3.400  -1.856  -10.449
C  2.692  -1.748  -11.652
H  4.714  -3.913  -7.060
H  3.729  -3.553  -8.451
H  3.740  -2.441  -7.146
H  6.380  -1.011  -9.044
H  4.796  -0.746  -8.638
H  5.337  -2.493  -10.916
H  4.847  -0.659  -10.928
H  2.534  -0.754  -12.072
H  1.752  -2.295  -11.592
H  3.244  -2.293  -12.418
C  8.467  4.035  -4.491
O  7.220  3.621  -3.917
C  6.662  4.515  -2.850
C  5.607  5.510  -3.374
O  6.359  6.422  -4.182
C  5.708  7.401  -4.975
H  9.054  3.504  -5.240
H  9.221  4.159  -3.713
H  8.303  4.981  -5.008
H  7.516  4.956  -2.336
H  6.217  3.811  -2.148
H  5.093  5.995  -2.544
H  4.878  5.046  -4.038
H  4.999  7.936  -4.343
H  5.267  6.985  -5.880
H  6.448  8.132  -5.302
C  1.392  -5.935  -1.633
O  0.998  -6.267  -0.259
C  1.984  -6.671  0.679
C  1.425  -7.099  2.045
O  0.847  -8.430  2.023
C  1.787  -9.447  2.179
H  0.513  -5.582  -2.171
H  1.610  -6.874  -2.143
H  2.253  -5.268  -1.587
H  2.722  -5.906  0.921
H  2.622  -7.444  0.249
H  0.600  -6.395  2.157
H  2.218  -7.006  2.786
H  1.700  -10.239  1.435
H  1.492  -9.888  3.132
H  2.801  -9.279  2.542
C  -11.660  7.822  -1.395
O  -10.397  7.417  -0.855
C  -10.422  6.391  0.185
C  -9.062  5.738  0.686
O  -8.390  4.872  -0.224
C  -8.357  5.233  -1.592
H  -12.487  8.001  -0.707
H  -12.026  7.037  -2.056
H  -11.504  8.808  -1.832
H  -11.102  5.569  -0.039
H  -10.927  6.804  1.058
H  -9.107  5.287  1.678
H  -8.343  6.550  0.801
H  -7.800  4.439  -2.089
H  -8.080  6.279  -1.721
H  -9.407  5.203  -1.883
C  -6.673  2.890  8.375
O  -5.724  2.447  7.374
C  -4.907  3.512  6.853
C  -3.855  3.875  7.891
O  -2.781  2.928  8.082
C  -3.222  1.712  8.734
H  -7.182  2.099  8.927
H  -7.531  3.469  8.036
H  -6.246  3.463  9.198
H  -5.538  4.385  6.689
H  -4.444  3.178  5.924
H  -4.364  4.029  8.843
H  -3.555  4.886  7.617
H  -2.301  1.138  8.843
H  -3.728  1.139  7.957
H  -3.690  1.884  9.703
C  2.310  5.022  4.859
O  3.667  5.098  4.371
C  4.621  4.032  4.904
C  5.658  3.546  3.944
O  6.814  3.082  4.640
C  8.088  3.074  4.037
H  1.771  4.134  4.529
H  1.777  5.922  4.552
H  2.488  5.122  5.930
H  4.060  3.265  5.438
H  5.250  4.391  5.719
H  5.866  4.403  3.304
H  5.158  2.797  3.330
H  7.858  3.433  3.033
H  8.489  2.063  3.954
H  8.835  3.693  4.533
C  1.309  0.180  -0.548
O  0.287  0.984  0.115
C  -1.088  0.579  -0.244
C  -1.974  1.015  0.958
O  -2.280  0.045  1.950
C  -1.087  -0.460  2.625
H  2.245  0.738  -0.508
H  1.223  0.084  -1.631
H  1.549  -0.805  -0.149
H  -1.086  -0.509  -0.311
H  -1.411  0.848  -1.249
H  -2.918  1.282  0.485
H  -1.554  1.927  1.381
H  -0.516  -1.116  1.968
H  -1.527  -1.107  3.383
H  -0.397  0.343  2.883
C  -4.267  5.101  -6.725
O  -4.909  6.300  -6.486
C  -6.051  6.377  -7.332
C  -5.736  6.783  -8.758
O  -6.734  6.595  -9.759
C  -6.417  7.043  -11.043
H  -4.063  4.881  -7.773
H  -4.721  4.211  -6.290
H  -3.291  5.173  -6.245
H  -6.723  7.112  -6.888
H  -6.676  5.496  -7.181
H  -4.803  6.332  -9.096
H  -5.623  7.867  -8.745
H  -6.394  8.132  -10.992
H  -7.154  6.871  -11.827
H  -5.468  6.573  -11.301
C  -4.102  0.057  -9.076
O  -3.797  -0.505  -7.814
C  -2.712  -1.384  -7.703
C  -1.328  -0.617  -7.871
O  -1.228  0.501  -7.011
C  -0.039  1.265  -7.147
H  -3.332  0.696  -9.508
H  -5.048  0.576  -8.923
H  -4.212  -0.766  -9.783
H  -2.713  -2.104  -8.521
H  -2.876  -1.913  -6.764
H  -1.095  -0.449  -8.922
H  -0.537  -1.267  -7.499
H  -0.065  1.886  -8.042
H  0.827  0.617  -7.011
H  -0.097  1.897  -6.261
C  -7.495  -2.052  2.754
O  -7.830  -3.044  3.698
C  -6.801  -3.243  4.630
C  -5.634  -4.145  4.161
O  -6.118  -5.530  4.103
C  -5.278  -6.597  3.648
H  -8.302  -1.727  2.097
H  -6.720  -2.576  2.194
H  -7.062  -1.204  3.283
H  -7.159  -3.767  5.516
H  -6.479  -2.253  4.953
H  -4.827  -4.185  4.892
H  -5.094  -3.722  3.314
H  -5.885  -7.345  3.136
H  -4.765  -7.044  4.499
H  -4.549  -6.155  2.968
C  7.664  -6.425  4.962
O  7.060  -5.111  4.589
C  8.074  -4.166  4.116
C  7.756  -3.908  2.675
O  7.902  -5.064  1.707
C  7.682  -4.584  0.352
H  8.562  -6.634  4.380
H  6.964  -7.260  4.938
H  8.028  -6.443  5.989
H  9.090  -4.552  4.036
H  8.023  -3.248  4.703
H  8.327  -3.065  2.286
H  6.736  -3.524  2.701
H  8.418  -3.817  0.109
H  6.661  -4.232  0.206
H  7.781  -5.511  -0.213

Atomic forces in eV per Å
C -0.8 1.2 1.0
O -0.2 -1.2 -1.0
C 1.2 2.9 2.2
C -1.6 -0.9 -0.4
O 0.3 -1.1 0.2
C 0.6 0.9 -0.8
H 0.3 0.3 -0.5
H 0.2 -0.6 -0.2
H -0.1 0.0 -0.2
H 0.2 -0.8 -0.1
H 0.3 -0.4 0.0
H 1.1 0.2 0.0
H -0.2 0.5 0.1
H 0.8 -1.0 -0.2
H -0.9 -1.6 -0.5
H -1.2 1.5 0.4
C -0.8 -1.9 0.9
O 0.0 1.4 -2.0
C -0.5 1.1 1.5
C 0.8 0.0 0.9
O -1.2 -0.5 1.3
C 0.6 -1.1 -1.0
H -0.4 -0.1 0.3
H 0.2 0.0 -0.5
H 0.4 0.7 0.1
H 0.2 -0.3 -1.1
H -0.5 0.0 0.6
H -0.2 0.1 -1.2
H 1.2 -0.1 -0.6
H 0.0 0.4 0.5
H -0.1 0.3 0.5
H 0.2 -0.1 -0.4
C 0.1 2.0 0.6
O -0.3 0.0 0.2
C 0.4 -1.4 -1.4
C 1.5 0.1 -1.1
O 0.6 0.3 0.1
C 0.1 -0.2 0.8
H -1.3 -1.5 0.0
H 0.0 0.4 0.4
H 0.1 0.4 0.3
H -0.2 0.6 -0.1
H -0.2 0.0 -0.1
H 0.0 0.2 0.1
H -0.2 -0.5 0.3
H -0.4 0.1 -0.3
H -0.4 -0.2 0.1
H 0.2 -0.2 0.1
C -0.1 -1.4 1.8
O -0.5 0.5 -0.2
C 1.0 -0.3 -0.5
C -1.0 -0.6 -2.1
O 0.8 2.1 -0.3
C -0.6 -1.7 2.1
H 0.1 0.6 0.5
H 0.6 -0.1 -0.1
H -0.2 0.2 -0.5
H -0.1 0.8 -0.2
H -0.1 -0.6 -0.1
H -0.1 -0.1 0.8
H -0.2 0.0 0.2
H 0.3 0.4 -0.3
H -0.5 -0.9 0.1
H 0.5 1.1 -1.2
C 0.3 -0.4 0.5
O 0.4 -0.8 1.1
C -0.4 -0.5 0.6
C 0.6 2.2 -2.2
O -0.1 -1.0 1.1
C -1.7 0.0 1.0
H 0.3 -0.2 0.9
H 0.0 0.3 -0.5
H 0.2 -0.4 -0.6
H -0.1 -0.2 -0.8
H 0.3 0.4 0.3
H -0.6 -0.4 -0.4
H -0.1 0.7 0.3
H 0.2 0.6 -0.1
H 0.7 -0.1 -0.3
H 0.0 -0.1 -0.8
C 0.0 0.0 0.3
O -1.4 0.3 0.6
C -0.2 -0.7 1.4
C -0.1 -0.2 0.1
O -1.0 1.0 0.1
C 1.5 0.2 -1.7
H 0.6 -0.9 -0.6
H 0.3 0.3 -0.9
H 0.5 0.2 -0.2
H 0.0 0.2 -0.3
H -0.2 -0.1 0.0
H -0.1 -0.1 0.2
H 1.2 -0.2 0.0
H 0.2 0.2 0.6
H -1.0 -0.1 0.7
H -0.4 -0.1 -0.3
C 1.8 0.4 0.7
O 1.6 -1.8 -0.4
C -1.3 1.5 1.7
C -0.2 0.1 -1.2
O -1.0 -0.2 1.4
C -1.1 0.1 -1.4
H 0.1 -0.1 0.2
H 0.2 -0.1 -0.3
H -1.1 -0.5 0.4
H -0.4 -0.4 -0.7
H -0.3 1.0 0.2
H 0.4 0.1 -0.2
H 0.6 -0.5 -0.3
H 1.0 0.2 -0.4
H -0.1 -0.1 0.1
H -0.3 0.2 0.2
C 0.4 1.3 -0.1
O -0.1 -1.5 -1.6
C 1.5 -0.9 1.9
C -0.6 -0.1 -1.5
O 1.5 0.1 -0.3
C -1.3 -0.2 -1.2
H 0.0 0.2 0.6
H -0.9 -0.1 -0.1
H -0.7 -0.1 0.5
H -0.1 -0.3 0.3
H 0.1 1.0 0.1
H -0.3 0.0 0.4
H 0.2 0.0 0.2
H 0.0 -0.1 -0.3
H 0.6 0.5 0.5
H -0.3 0.1 0.7
C 1.9 -1.0 0.5
O -1.0 0.4 -1.1
C -1.7 0.2 1.0
C 0.3 1.1 -1.4
O -1.7 -1.7 1.2
C 0.7 0.7 0.5
H -0.2 0.2 -0.2
H -0.6 0.1 0.1
H 0.1 0.0 0.0
H 0.3 0.5 0.0
H 0.3 -0.7 -0.7
H 0.2 -0.1 0.0
H 0.7 0.2 0.2
H 0.8 0.3 -0.3
H -0.3 -0.8 0.6
H 0.2 0.4 -0.6
C 0.2 -0.9 0.2
O -0.4 0.4 0.4
C 1.1 1.5 -0.9
C -0.2 -1.2 1.6
O -0.9 0.2 -0.7
C -1.0 -0.3 1.1
H 0.1 0.4 0.4
H 0.2 0.1 -0.3
H -0.4 -0.1 -0.3
H -0.1 -0.4 -0.2
H 0.5 0.2 0.1
H -0.3 0.6 -0.2
H 0.1 -0.8 -0.3
H 0.4 -0.2 -0.2
H 0.3 0.1 -0.5
H 0.3 0.3 -0.2
C 1.2 -0.9 0.1
O -1.4 -0.3 0.5
C 0.6 -0.8 0.1
C 0.3 -1.1 0.7
O -0.7 1.0 -0.5
C 0.1 1.6 0.2
H -0.2 -0.4 0.4
H 0.2 0.9 -0.9
H 0.0 0.4 -0.2
H -0.7 0.1 -0.1
H 0.6 0.0 0.1
H -0.1 0.5 0.7
H -0.5 -0.6 -0.9
H 0.0 0.2 0.1
H 0.1 -0.1 0.0
H 0.2 -0.4 -0.2
C 0.1 1.2 0.2
O 2.0 -1.5 0.6
C -0.5 -1.7 -1.1
C -0.9 0.1 -1.7
O -0.4 2.4 1.5
C 0.1 -1.2 1.4
H -0.3 0.0 -0.5
H -0.3 0.4 -0.6
H -0.1 0.6 0.3
H 0.1 -0.4 1.1
H 0.1 0.0 -0.1
H 0.5 0.0 0.0
H -0.5 -0.4 -0.6
H 0.0 -0.1 -0.3
H 0.0 0.3 0.1
H 0.3 0.4 -0.4